Entry P
# C3H13O3S

A 4-piece molecular cluster, C3H13O3S overall (ωB97M-V/def2-TZVPD, the OMol25 dataset).

Each line ends with the natural charge from an NBO analysis.
Geometry (Å):
C -0.9978 -2.6624 0.7573  -0.61
C 0.3545 -2.3144 1.3513  -0.40
C 0.4912 -0.8527 1.8012  -0.51
S -0.2758 0.4351 0.7406  -0.71
H -1.0190 -3.6914 0.3865  0.18
H -1.1830 -2.0013 -0.0675  0.24
H -1.7791 -2.5512 1.4912  0.19
H 0.5549 -2.9732 2.1967  0.18
H 1.0794 -2.5028 0.5546  0.17
H 1.5334 -0.5292 1.8553  0.19
H 0.0801 -0.7587 2.8128  0.17
H -0.5960 4.2498 -3.6804  0.47
H -0.2098 4.4566 -2.2333  0.47
O -0.5934 4.9228 -2.9924  -0.94
H 0.7003 -0.5489 -1.2448  0.50
H 0.8170 -1.6365 -2.3033  0.44
O 0.6974 -0.6856 -2.2152  -0.98
H -0.0968 3.4452 -0.4373  0.44
H 0.1664 2.6380 0.7860  0.50
O 0.2761 3.5609 0.4406  -0.99

HOMO-LUMO gap in eV: 6.57
E_HOMO in eV: -3.2
Total charge: -1
LUMO energy in eV: 3.399

---

Entry Q
# C3H13O3S

A 4-piece molecular cluster, C3H13O3S overall (ωB97M-V/def2-TZVPD, the OMol25 dataset).

Each line ends with the natural charge from an NBO analysis.
Geometry (Å):
C 0.6235 -1.8429 -1.1488  -0.61
C 0.1079 -0.4582 -1.5492  -0.42
C -1.3502 -0.2863 -1.0442  -0.49
S -1.4704 -0.2174 0.8071  -0.72
H 0.7672 -1.9345 -0.0729  0.23
H -0.1071 -2.6090 -1.4358  0.19
H 1.5685 -2.1449 -1.6145  0.18
H 0.0538 -0.4215 -2.6389  0.18
H 0.6841 0.2784 -0.9917  0.21
H -1.7224 0.6643 -1.4290  0.18
H -1.9541 -1.1159 -1.4147  0.18
H 3.6554 2.0998 0.7019  0.46
H 3.3093 0.7012 1.0785  0.50
O 4.0378 1.3428 1.1564  -0.97
H -3.8490 0.8839 1.9587  0.48
H -3.2716 1.7598 0.9749  0.49
O -4.1133 1.6617 1.4473  -0.98
H 0.9564 1.0737 2.2190  0.47
H 0.6179 0.1919 1.2315  0.48
O 1.4564 0.3732 1.7643  -1.03

HOMO-LUMO gap in eV: 7.23
E_HOMO in eV: -3.5
Total charge: -1
LUMO energy in eV: 3.731

---

Most stable: entry Q. Least stable: entry P.

---

Entry P
# C3H10BNO

A 2-piece molecular cluster, C3H10BNO overall (ωB97M-V/def2-TZVPD, the OMol25 dataset).

Each line ends with the natural charge from an NBO analysis.
Geometry (Å):
B -0.2507 0.6736 -0.3391  1.21
C -0.3826 1.2364 -1.7983  -1.06
C 0.5009 -1.5455 -0.5512  -0.40
C 0.0532 -0.7761 1.7256  -0.41
N 0.0007 -0.4722 0.3246  -0.77
O -0.4834 2.6277 1.1717  -1.05
H -1.4019 1.5643 -1.9709  0.27
H -0.0346 0.4642 -2.3856  0.23
H 0.2748 2.1817 -1.7168  0.29
H -0.2860 -2.2349 -0.5517  0.20
H 0.3923 -1.3244 -1.6866  0.21
H 1.4110 -1.9478 -0.3097  0.21
H -0.5577 -0.0117 2.3333  0.25
H -0.4072 -1.7122 2.0446  0.21
H 1.1170 -0.8963 1.9663  0.20
H 0.0541 2.1732 1.7438  0.41

HOMO-LUMO gap in eV: 8.73
E_HOMO in eV: -8.4
Total charge: 0
LUMO energy in eV: 0.373

---

Entry Q
# C3H10BNO

A 2-piece molecular cluster, C3H10BNO overall (ωB97M-V/def2-TZVPD, the OMol25 dataset).

Each line ends with the natural charge from an NBO analysis.
Geometry (Å):
B -1.3941 0.1193 0.0025  0.99
C 2.7038 -1.0908 0.0595  -0.37
C -1.0123 0.6680 -1.4521  -0.99
C 2.3476 0.0655 0.6344  -0.37
N -2.0140 0.8546 1.0788  -1.08
O -1.3694 -1.1930 0.1436  -0.90
H 3.6687 -1.4528 0.0894  0.19
H -0.6362 -0.1909 -2.0889  0.24
H 2.0340 -1.6150 -0.4282  0.18
H -0.2530 1.4785 -1.4878  0.23
H -1.8464 0.9412 -2.0873  0.24
H 2.9786 0.5967 1.3153  0.18
H 1.3044 0.5328 0.6112  0.19
H -2.3187 1.7748 0.9711  0.39
H -2.5138 0.2825 1.7814  0.38
H -1.6793 -1.7711 0.8573  0.50

HOMO-LUMO gap in eV: 10.43
E_HOMO in eV: -9.9
Total charge: 0
LUMO energy in eV: 0.518

---

Entry R
# C3H10BNO

A 2-piece molecular cluster, C3H10BNO overall (ωB97M-V/def2-TZVPD, the OMol25 dataset).

Each line ends with the natural charge from an NBO analysis.
Geometry (Å):
B -0.3297 0.8514 0.1720  1.08
C -2.5701 -0.1953 -0.0735  -0.89
C 0.6020 -1.4394 0.0317  -0.40
C 2.2559 0.4092 -0.0855  -0.40
N 0.8463 0.0622 0.1106  -0.76
O -0.4966 2.1987 0.2710  -0.95
H -2.7522 -0.9406 0.6932  0.19
H -2.3644 -0.6486 -1.0410  0.20
H -3.1788 0.6398 0.0311  0.18
H 0.6755 -1.6358 -1.0807  0.19
H 1.3858 -1.8414 0.6093  0.19
H -0.4714 -1.6116 0.4769  0.24
H 2.3862 1.4898 0.2847  0.22
H 2.8229 -0.2461 0.6193  0.19
H 2.5707 0.2395 -1.1272  0.20
H -1.3820 2.6681 0.1082  0.53

HOMO-LUMO gap in eV: 8.46
E_HOMO in eV: -7.8
Total charge: 0
LUMO energy in eV: 0.615

---

Most stable: entry Q. Least stable: entry P.

---

Entry P
# C17H29N5O7

C17H29N5O7 in the gas phase (ωB97M-V/def2-TZVPD, the OMol25 dataset).

Each line ends with the natural charge from an NBO analysis.
Geometry (Å):
C -4.1845 6.3899 0.3623  -0.25
O -3.0538 5.7285 -0.1612  -0.54
C -3.3518 5.0016 -1.3299  -0.09
C -2.1743 4.1306 -1.6675  -0.08
O -2.0245 3.1628 -0.6343  -0.57
C -1.0974 2.1316 -0.9609  -0.16
C -1.8185 0.9763 -1.6531  0.66
O -1.4953 0.5861 -2.7632  -0.64
N -2.8427 0.4869 -0.9264  -0.64
C -3.7724 -0.4950 -1.4264  -0.26
C -5.0038 0.1155 -2.1254  0.27
O -4.6713 0.8121 -3.3071  -0.54
C -4.1518 0.0252 -4.3670  -0.26
C -6.0806 -0.9672 -2.2961  -0.45
C -6.7813 -1.0172 -0.9371  -0.21
N -6.5269 0.3059 -0.3589  -0.44
C -6.9008 0.5635 0.9166  0.69
O -7.4807 -0.2780 1.5870  -0.64
C -6.5748 1.9518 1.4458  -0.51
C -6.7321 2.0753 2.9625  -0.43
C -5.5181 2.7296 3.6179  -0.21
N -4.2996 1.9947 3.2821  -0.42
C -3.4308 2.2749 2.2632  0.64
O -3.4090 3.4841 1.7249  -0.69
N -2.7071 1.2453 1.9442  -0.43
N -3.1153 0.1919 2.7815  -0.37
C -4.0470 0.6721 3.5283  0.61
O -4.7377 0.0429 4.4847  -0.66
C -5.7066 1.1320 -1.2280  -0.23
H -3.8680 6.9166 1.2594  0.20
H -4.5927 7.1110 -0.3549  0.17
H -4.9681 5.6706 0.6269  0.17
H -4.2376 4.3687 -1.1767  0.17
H -3.5629 5.6758 -2.1706  0.18
H -2.3518 3.6312 -2.6255  0.19
H -1.2620 4.7315 -1.7379  0.19
H -0.3132 2.5025 -1.6210  0.20
H -0.6629 1.7885 -0.0208  0.22
H -2.8555 0.7360 0.0610  0.44
H -3.2628 -1.1676 -2.1180  0.23
H -4.1181 -1.0901 -0.5789  0.22
H -4.0718 0.6887 -5.2251  0.20
H -3.1586 -0.3591 -4.1332  0.20
H -4.8301 -0.7952 -4.6214  0.16
H -6.7694 -0.6488 -3.0809  0.22
H -5.6689 -1.9377 -2.5748  0.22
H -7.8524 -1.2004 -1.0228  0.21
H -6.3754 -1.7857 -0.2762  0.21
H -5.5533 2.1905 1.1528  0.22
H -7.1973 2.6710 0.9061  0.23
H -7.6255 2.6414 3.2287  0.22
H -6.8680 1.0787 3.3817  0.25
H -5.3632 3.7522 3.2764  0.22
H -5.6232 2.7444 4.7024  0.22
H -2.7989 3.4878 0.9481  0.54
H -4.4660 -0.8842 4.4770  0.51
H -4.9843 1.7338 -0.6786  0.22
H -6.3077 1.7930 -1.8593  0.20

HOMO-LUMO gap in eV: 9.51
E_HOMO in eV: -8.9
Total charge: 0
LUMO energy in eV: 0.615

---

Entry Q
# C17H29N5O7

C17H29N5O7 in the gas phase (ωB97M-V/def2-TZVPD, the OMol25 dataset).

Each line ends with the natural charge from an NBO analysis.
Geometry (Å):
C 0.0823 4.3257 0.7488  -0.25
O 1.2384 3.5726 0.4404  -0.55
C 1.1239 2.8976 -0.7931  -0.07
C 2.4004 2.1436 -1.0636  -0.09
O 2.6327 1.2844 0.0427  -0.56
C 3.4710 0.1783 -0.2370  -0.16
C 2.6981 -0.9390 -0.9359  0.66
O 3.2503 -1.7757 -1.6284  -0.64
N 1.3693 -0.9040 -0.6865  -0.63
C 0.4169 -1.8189 -1.2677  -0.27
C -0.5429 -1.1462 -2.2660  0.26
O 0.1432 -0.4507 -3.2865  -0.55
C 1.0135 -1.2359 -4.0925  -0.27
C -1.5777 -2.1850 -2.7735  -0.45
C -2.9122 -1.8194 -2.0937  -0.23
N -2.5395 -0.8717 -1.0440  -0.44
C -2.7744 -1.1517 0.2726  0.70
O -3.5507 -2.0239 0.6197  -0.62
C -2.0278 -0.2962 1.2820  -0.50
C -2.4461 -0.5539 2.7216  -0.41
C -1.5697 0.2325 3.6912  -0.21
N -0.1639 -0.1065 3.5282  -0.42
C 0.7695 0.5070 2.7383  0.61
O 0.4369 1.6331 2.0923  -0.70
N 1.8917 -0.1348 2.7128  -0.38
N 1.7218 -1.2582 3.5368  -0.37
C 0.5132 -1.2015 3.9824  0.60
O -0.1039 -2.0668 4.8020  -0.67
C -1.4192 -0.1047 -1.5558  -0.23
H 0.2497 4.8033 1.7112  0.20
H -0.1000 5.0946 -0.0093  0.17
H -0.8027 3.6829 0.8162  0.17
H 0.2794 2.1942 -0.7551  0.16
H 0.9340 3.5974 -1.6175  0.18
H 2.2719 1.5714 -1.9900  0.19
H 3.2459 2.8291 -1.1787  0.19
H 4.3218 0.4541 -0.8636  0.20
H 3.8286 -0.1991 0.7216  0.25
H 1.0669 -0.1855 -0.0470  0.41
H 0.9832 -2.6083 -1.7632  0.24
H -0.1816 -2.2941 -0.4843  0.21
H 1.3498 -0.5886 -4.8996  0.19
H 1.8800 -1.5912 -3.5321  0.20
H 0.4906 -2.0920 -4.5285  0.16
H -1.6579 -2.1290 -3.8583  0.23
H -1.2722 -3.1990 -2.5133  0.22
H -3.5867 -1.3277 -2.7972  0.20
H -3.4310 -2.6638 -1.6469  0.24
H -0.9592 -0.5062 1.1754  0.21
H -2.1549 0.7593 1.0263  0.22
H -3.4893 -0.2738 2.8777  0.22
H -2.3799 -1.6214 2.9360  0.23
H -1.6508 1.3057 3.5174  0.22
H -1.8526 0.0332 4.7244  0.23
H 1.2040 1.9241 1.5604  0.54
H 0.5342 -2.7595 5.0155  0.51
H -0.9007 0.4490 -0.7783  0.21
H -1.7654 0.6107 -2.3070  0.21

HOMO-LUMO gap in eV: 9.30
E_HOMO in eV: -8.8
Total charge: 0
LUMO energy in eV: 0.550

---

Most stable: entry P. Least stable: entry Q.

---

Entry P
# C8H14N2O5

C8H14N2O5 as an isolated structure (ωB97M-V/def2-TZVPD, the OMol25 dataset).

Each line ends with the natural charge from an NBO analysis.
Geometry (Å):
C 1.1026 -0.1651 0.5956  -0.14
C -0.1670 -0.2163 -0.3311  0.66
C 1.0034 0.4806 1.9247  -0.42
C 1.4161 2.0510 1.7943  -0.55
C 1.5450 2.6835 3.1634  0.78
C -1.5159 -0.9468 -2.0361  -0.15
C -2.6988 -1.6686 -1.1981  0.79
C -1.4643 -1.8580 -3.3060  -0.63
H 2.1311 0.4397 -1.3924  0.38
H 3.2154 -0.1502 0.0260  0.38
H 1.2690 -1.3170 0.8366  0.19
H 1.8581 0.0836 2.6220  0.25
H -0.1089 0.6504 2.4420  0.27
H 0.6205 2.5777 1.1476  0.24
H 2.4779 2.3430 1.2833  0.28
H 1.1626 4.4288 2.3470  0.49
H -0.1360 -2.2582 -0.7573  0.42
H -1.7318 0.1926 -2.2607  0.28
H -1.1699 -2.8558 -2.9148  0.21
H -0.9512 -1.5576 -4.3038  0.24
H -2.6251 -1.8701 -3.5777  0.23
H -3.3108 -3.0176 -0.1909  0.51
N 2.3129 0.4318 -0.1394  -0.87
N -0.2106 -1.0581 -1.3436  -0.63
O -1.1039 0.5819 -0.0718  -0.62
O 1.5529 2.0487 4.3360  -0.59
O 1.7092 4.0909 3.1418  -0.69
O -3.8138 -1.3540 -1.4542  -0.57
O -2.3685 -2.7910 -0.3821  -0.72

HOMO-LUMO gap in eV: 9.67
E_HOMO in eV: -9.8
Total charge: 0
LUMO energy in eV: -0.110

---

Entry Q
# C8H14N2O5

C8H14N2O5 in the gas phase (ωB97M-V/def2-TZVPD, the OMol25 dataset).

Each line ends with the natural charge from an NBO analysis.
Geometry (Å):
C 0.1947 1.2643 -0.9287  -0.38
C 1.2162 1.3819 0.2713  -0.45
C -1.2246 0.6577 -0.4504  0.10
C 2.1393 0.2608 0.3764  0.10
C -1.3447 -0.8545 -0.5356  0.10
C 1.6642 -1.0069 1.0596  -0.13
C -2.1145 -1.4721 -1.6496  -0.65
C -2.6703 1.1143 1.3942  -0.29
N 3.3376 0.2899 -0.0883  0.37
N -0.6081 -1.5955 0.1992  0.37
O 3.8285 1.1960 -0.7443  -0.52
O 4.0937 -0.8968 0.0516  -0.55
O 0.1782 -0.9201 1.2313  -0.42
O -0.4597 -2.7959 0.2013  -0.48
O -1.3901 1.2343 0.8383  -0.55
H -0.1111 2.2951 -1.2430  0.22
H 0.5655 0.6373 -1.6254  0.20
H 1.7136 2.2945 0.1044  0.24
H 0.6239 1.4505 1.2051  0.27
H -2.1567 0.9547 -1.0721  0.18
H 1.9037 -1.0772 2.2072  0.23
H 1.9331 -1.9546 0.4380  0.24
H 4.7094 -0.7802 -0.6900  0.49
H -1.4737 -2.0472 -2.3181  0.24
H -2.5772 -0.5904 -2.0773  0.22
H -2.8150 -2.2989 -1.2327  0.25
H -3.4260 1.8650 0.9413  0.18
H -2.6230 1.3134 2.5614  0.20
H -3.1065 0.0809 1.5747  0.19

HOMO-LUMO gap in eV: 9.40
E_HOMO in eV: -8.7
Total charge: 0
LUMO energy in eV: 0.657

---

Entry R
# C8H14N2O5

C8H14N2O5 in the gas phase (ωB97M-V/def2-TZVPD, the OMol25 dataset).

Each line ends with the natural charge from an NBO analysis.
Geometry (Å):
C 0.9660 -0.8984 1.3667  -0.17
C -0.4414 -0.8901 0.7110  0.70
C 1.1291 -2.2985 1.9936  -0.63
C -0.2102 1.3797 -0.1361  -0.14
C -0.4018 2.8413 0.4267  0.80
C -0.6082 1.2985 -1.7881  -0.42
C 0.1362 0.3204 -2.6509  -0.54
C -0.5767 -1.0167 -2.7346  0.79
H 0.0719 -0.1510 3.0218  0.37
H 1.5346 -0.2020 3.2770  0.38
H 1.7738 -0.5966 0.5692  0.23
H 0.4211 -2.3412 2.8106  0.21
H 2.1144 -2.5596 2.4363  0.22
H 0.8410 -3.1688 1.2912  0.25
H -1.8466 0.2949 0.1942  0.39
H 0.9190 1.1875 -0.0150  0.22
H -1.6636 1.2936 -1.6749  0.23
H -0.4032 2.4095 -2.0487  0.23
H -0.0433 0.6319 -3.6496  0.25
H 1.2389 0.0662 -2.5097  0.25
H -2.1472 -1.8518 -2.4715  0.51
H 0.8620 1.8343 1.7972  0.53
N 0.9240 0.0627 2.4718  -0.84
N -1.0040 0.4784 0.6345  -0.65
O -1.1749 -1.8546 0.4383  -0.56
O -1.0060 3.8479 0.1018  -0.55
O -0.0447 -2.0636 -2.9044  -0.59
O -1.8767 -0.8638 -2.4781  -0.69
O 0.5167 2.8097 1.5197  -0.77

HOMO-LUMO gap in eV: 10.07
E_HOMO in eV: -9.7
Total charge: 0
LUMO energy in eV: 0.402

---

Most stable: entry R. Least stable: entry Q.

---

Entry P
# C5H6Cl2

A 2-piece molecular cluster, C5H6Cl2 overall (ωB97M-V/def2-TZVPD, the OMol25 dataset).

Each line ends with the natural charge from an NBO analysis.
Geometry (Å):
C 1.2139 1.1014 0.2935  -0.61
C -1.8657 -1.0040 -0.8844  -0.39
C 2.4195 0.2084 0.1517  -0.30
C -2.1746 -0.4229 0.2243  -0.21
C 1.6958 0.6217 -0.9682  0.17
Cl 2.0476 -1.5826 0.5436  -0.07
Cl -3.6688 0.3860 0.6524  -0.01
H 0.1470 0.9003 0.5693  0.27
H 1.5658 2.0037 0.7137  0.28
H -0.8304 -1.1721 -1.0165  0.22
H -2.5567 -1.2549 -1.6904  0.21
H 3.3180 0.4965 0.5583  0.26
H -1.3113 -0.2814 0.8527  0.19

HOMO-LUMO gap in eV: 8.05
E_HOMO in eV: -9.4
Total charge: 0
LUMO energy in eV: -1.316

---

Entry Q
# C5H6Cl2

C5H6Cl2 in the gas phase (ωB97M-V/def2-TZVPD, the OMol25 dataset).

Each line ends with the natural charge from an NBO analysis.
Geometry (Å):
C -0.3348 -1.3557 -0.4801  -0.40
C 0.5223 -0.7866 0.7183  -0.29
C -0.3252 0.0794 -0.1428  0.07
C 1.4064 0.0959 -0.1588  -0.08
C -1.2695 1.2305 0.0865  -0.65
Cl 2.3722 -0.5260 -1.5631  -0.02
Cl 2.1121 1.3976 0.8251  -0.01
H 0.1655 -1.7421 -1.3108  0.22
H -1.2144 -1.8240 -0.2054  0.21
H 0.8831 -1.2299 1.6362  0.25
H -0.9247 1.6446 1.0093  0.23
H -2.3320 0.9883 0.1925  0.23
H -1.0610 2.0278 -0.6068  0.24

HOMO-LUMO gap in eV: 10.12
E_HOMO in eV: -9.3
Total charge: 0
LUMO energy in eV: 0.784

---

Most stable: entry Q. Least stable: entry P.